# 1
Computed, not measured: C57H45CdI2N5OS3Si as an isolated structure, with ωB97M-V/def2-TZVPD.

Geometry as ORCA input:
```
! wB97M-V def2-TZVPD RIJCOSX def2/J DEFGRID3
* xyz -2 1
Cd 0.42753 0.43907 -0.71246
C -4.21894 0.13710 0.46837
C -2.93885 0.72540 -0.08136
N -1.85851 0.06411 -0.20113
N -1.72090 -1.28316 0.00623
C -1.43578 -2.38149 -1.76545
S -1.30489 -2.99933 -3.28032
S -0.79288 -5.36938 -0.39709
C -4.07665 -4.28072 -0.15988
C -4.20892 -4.95153 -1.50678
C -3.89135 -6.29776 -1.66287
C -4.10340 -6.94666 -2.86860
C -4.65443 -6.25976 -3.94106
C -4.97359 -4.92013 -3.79899
C -4.75089 -4.27412 -2.59313
C -2.95036 2.08361 -0.64124
C -3.88973 3.02663 -0.22072
C -4.10901 4.22011 -0.88715
C -3.39002 4.46399 -2.05835
C -2.43595 3.57380 -2.49220
C -2.08934 2.38649 -1.77328
O -1.10804 1.66999 -2.16782
H -4.95036 -0.03306 -0.32568
H -4.66990 0.82207 1.18631
H -4.00747 -0.79919 0.98486
H -4.97241 -3.66715 -0.02193
H -4.09945 -5.06078 0.60727
H -3.45611 -6.83562 -0.82927
H -3.83296 -7.99127 -2.97176
H -4.83053 -6.76618 -4.88297
H -5.37095 -4.36224 -4.63796
H -5.00105 -3.22434 -2.50397
H -4.46653 2.83003 0.67727
H -4.83799 4.93500 -0.52412
H -3.57975 5.36755 -2.63146
H -1.86561 3.77502 -3.39292
S 2.85400 -3.77665 0.47972
C 4.22343 -2.85005 -0.07564
C 5.56272 -3.16904 0.00810
C 6.50479 -2.28008 -0.50814
C 6.07981 -1.08389 -1.07646
C 4.73349 -0.76579 -1.16654
C 3.76119 -1.65678 -0.69018
N 2.41713 -1.49414 -0.74953
C 1.74985 -2.51156 -0.18179
C 0.38889 -2.66431 -0.08779
C -0.19629 -3.81665 0.57777
C -1.64419 -4.16722 0.66470
C -2.86789 -3.36325 0.18836
C -2.59678 -2.19644 -0.78707
C -0.54848 -1.76916 -0.81295
H 5.87588 -4.10154 0.46353
H 7.56054 -2.52254 -0.47234
H 6.81471 -0.38204 -1.45778
H 4.42400 0.18333 -1.58241
H 0.39899 -4.21779 1.39557
H -1.89455 -4.63492 1.61631
H -3.19292 -2.84783 1.10125
H -3.53342 -1.75833 -1.14489
I 3.38462 -1.64942 -5.57641
C 3.25002 0.00809 -4.29340
C 4.21881 0.99565 -4.35121
C 4.10886 2.05816 -3.46465
C 3.05839 2.06360 -2.56340
N 2.12289 1.12099 -2.53430
C 2.20462 0.10373 -3.39084
H 5.04108 0.93210 -5.04990
H 4.84045 2.85526 -3.46635
H 2.96945 2.84741 -1.81840
H 1.42562 -0.64957 -3.32751
I -1.78789 7.20380 1.57254
C -0.83250 6.00696 0.13090
C -0.43599 6.56474 -1.07011
C 0.21180 5.73762 -1.97448
C 0.42814 4.41279 -1.62751
N 0.06606 3.89790 -0.45927
C -0.56720 4.67682 0.40684
H -0.63773 7.60200 -1.30035
H 0.52800 6.12045 -2.93647
H 0.88749 3.71560 -2.31900
H -0.86863 4.22189 1.34360
C -2.80917 -0.63790 4.02749
C -1.82718 -1.52628 3.61319
C -0.69406 -1.06046 2.96135
C -0.48340 0.30338 2.73742
C -1.51452 1.17023 3.11260
C -2.65609 0.71542 3.75587
Si 1.03406 0.89956 1.73505
C 1.47071 2.65114 2.41930
C 0.98952 3.16304 3.62658
C 1.28768 4.45529 4.04111
C 2.09336 5.27104 3.25950
C 2.61714 4.77094 2.07490
C 2.30629 3.48200 1.66954
C 2.56060 -0.02913 2.44468
C 3.79310 0.15767 1.81537
C 4.93901 -0.49601 2.23877
C 4.88119 -1.36509 3.31936
C 3.67154 -1.56065 3.96870
C 2.52896 -0.90060 3.53474
H -3.69689 -0.99702 4.53639
H -1.94757 -2.59032 3.78696
H 0.03098 -1.77866 2.59366
H -1.43430 2.22689 2.87778
H -3.43524 1.41484 4.04044
H 0.36069 2.54261 4.25440
H 0.88714 4.83031 4.97681
H 2.31202 6.28570 3.57153
H 3.25217 5.39842 1.45833
H 2.70253 3.11154 0.72932
H 3.84969 0.81674 0.95393
H 5.87364 -0.34707 1.71018
H 5.77126 -1.88883 3.64881
H 3.61319 -2.23578 4.81595
H 1.59667 -1.06897 4.05950
*
```

Energy above the lowest of the compared OMol25 structures with the same formula, charge and spin ... 0.00 kJ/mol
Max |F| ... 0.7 eV/Å

***

# 2
Computed, not measured: a 2-piece molecular cluster, C5H13NS overall in a non-equilibrium geometry, with ωB97M-V/def2-TZVPD.

Geometry as ORCA input:
```
! wB97M-V def2-TZVPD RIJCOSX def2/J DEFGRID3
* xyz 0 1
C 2.96290 -0.86169 -0.80869
S 2.07649 0.01466 0.26711
C 0.93966 -0.81361 1.11888
N 1.29861 1.65055 0.02928
H 2.42930 -1.30803 -1.66265
H 3.83535 -0.25767 -1.18054
H 3.18630 0.72705 0.79481
H 1.13304 -1.87800 1.41874
H 0.44471 -0.16343 1.79613
H 0.20467 1.48471 0.16908
H 1.54117 1.90672 -0.90892
C -1.88702 0.08189 -1.62546
C -1.63233 -0.41118 -0.42521
C -2.41364 -0.14428 0.77933
H -1.19796 -0.25654 -2.45419
H -2.77996 0.76286 -1.63608
H -0.71221 -1.00410 -0.23720
H -2.22836 -0.72783 1.73695
H -3.45520 -0.15437 0.42547
H -2.09168 0.85079 0.99724
*
```

Energy above the lowest of the compared OMol25 structures with the same formula, charge and spin ... 671.43 kJ/mol
Max |F| ... 3.9 eV/Å

***

# 3
Computed, not measured: C19H21NO as an isolated structure in a non-equilibrium geometry, with ωB97M-V/def2-TZVPD.

Geometry as ORCA input:
```
! wB97M-V def2-TZVPD RIJCOSX def2/J DEFGRID3
* xyz 0 1
O 1.81989 4.14158 -1.83703
H 1.57911 4.73438 -2.43124
C 1.66696 4.37017 -0.42540
C 2.04371 3.28151 0.35437
N 1.24959 2.11623 0.10195
C -0.27101 2.63655 0.44143
C -0.86350 3.79710 -0.52583
C 0.31322 4.88434 -0.31153
H -0.00351 5.70058 -1.01295
H 0.07430 5.26624 0.67374
H -1.67468 3.98823 -0.03433
H -0.49421 3.37311 -1.41868
H -0.78998 1.61458 0.21242
H -0.31255 2.92866 1.64490
C 1.49968 1.32462 -0.91242
C 0.58175 0.13561 -0.70566
C -0.16434 -0.53464 -1.87873
C -0.77448 -1.67469 -1.65041
C -0.52477 -2.53078 -0.32095
C 0.07383 -1.80835 0.71502
C 0.88812 -0.64505 0.46662
H 1.28695 -0.06431 1.42820
C 0.10802 -2.76931 1.94911
C -0.85314 -3.81643 1.41877
C -0.83917 -5.14620 2.07708
C -1.91774 -6.07983 1.34172
C -2.37351 -5.78203 -0.16833
C -1.86362 -4.64735 -0.50843
C -1.22744 -3.58416 -0.00458
H -2.33558 -4.44260 -1.68697
H -2.85838 -6.51127 -0.40509
H -2.10465 -6.91448 1.74701
H -0.81573 -5.29330 3.04974
H -0.33092 -2.30480 2.57114
H 1.10784 -3.10437 2.03957
H -1.24840 -2.15888 -2.22984
H 0.01647 -0.04079 -2.71312
H 0.83939 1.91729 -1.70322
H 2.46749 1.19940 -0.88660
H 3.04639 3.17510 0.27337
H 1.83889 3.67409 1.40267
H 2.13972 5.59423 -0.13746
*
```

Energy above the lowest of the compared OMol25 structures with the same formula, charge and spin ... 1748.71 kJ/mol
Max |F| ... 15.0 eV/Å

***

# 4
Computed, not measured: a 2-piece molecular cluster, C10H17NO4 overall in a non-equilibrium geometry, with ωB97M-V/def2-TZVPD.

Geometry as ORCA input:
```
! wB97M-V def2-TZVPD RIJCOSX def2/J DEFGRID3
* xyz 0 1
C -3.26962 0.41667 1.70115
C -3.25221 -0.98364 2.22876
O -4.23110 -1.54868 2.68586
O -2.04867 -1.63570 2.09886
C -1.17864 -1.44507 3.20194
C 0.21361 -1.86960 2.76651
C 0.70517 -1.03744 1.58155
O 1.10147 -1.84510 0.46178
C 0.11424 -2.03712 -0.44881
O -0.56584 -3.03062 -0.51331
H -2.91432 0.39484 0.67563
H -4.28554 0.77271 1.69142
H -2.61878 1.07557 2.25898
H -1.49292 -2.08126 4.02272
H -1.17121 -0.40861 3.53356
H 0.89135 -1.79882 3.60424
H 0.12526 -2.89228 2.42297
H -0.04723 -0.32007 1.27761
H 1.58526 -0.47652 1.86658
H -0.00133 -1.24961 -1.19957
C 2.32362 3.00451 -3.61541
C 2.57845 1.55013 -3.23696
C 1.30247 0.80902 -2.82205
C 0.68440 1.43408 -1.64984
N 0.23898 1.95525 -0.73371
H 1.93135 3.57206 -2.77092
H 3.24868 3.48423 -3.93307
H 1.60763 3.07744 -4.43585
H 3.30210 1.50504 -2.42178
H 3.01983 1.02416 -4.08465
H 1.52815 -0.22894 -2.57893
H 0.57540 0.81338 -3.63525
*
```

Energy above the lowest of the compared OMol25 structures with the same formula, charge and spin ... 0.00 kJ/mol
Max |F| ... 2.1 eV/Å

***

# 5
Computed, not measured: C5H9NO as an isolated structure in a non-equilibrium geometry, with ωB97M-V/def2-TZVPD.

Geometry as ORCA input:
```
! wB97M-V def2-TZVPD RIJCOSX def2/J DEFGRID3
* xyz 0 1
C -1.32584 -0.27028 0.04492
C -0.17830 1.60845 -0.18675
C 0.18603 -0.26825 -0.04301
C 0.71044 -0.59537 1.39505
C 0.79128 -0.91013 -1.30747
N -1.48809 1.10935 0.07113
O -2.16492 -1.14953 0.09163
H 0.20839 2.01702 0.71609
H -0.07017 1.73407 -1.23774
H 0.20280 -1.45610 1.80697
H 0.52027 0.29592 1.96768
H 1.84917 -0.69639 1.24000
H 0.19759 -0.83795 -2.23927
H 1.14076 -1.79739 -0.90870
H 1.78811 -0.43430 -1.38852
H -2.36753 1.65086 -0.02200
*
```

Energy above the lowest of the compared OMol25 structures with the same formula, charge and spin ... 271.25 kJ/mol
Max |F| ... 5.5 eV/Å

***

# 6
Computed, not measured: C19H64AgN16O13Y as an isolated structure in a non-equilibrium geometry, with ωB97M-V/def2-TZVPD.

Geometry as ORCA input:
```
! wB97M-V def2-TZVPD RIJCOSX def2/J DEFGRID3
* xyz 2 1
Ag 0.12608 0.00288 0.04071
Y -2.33005 1.06025 2.54310
O -1.13996 1.97693 0.83744
H -0.70815 2.13741 -0.02415
O -1.65558 -0.91088 1.51095
H -1.38844 -1.82294 1.28441
C 0.12706 2.16434 -5.64569
C 0.45759 0.79844 -5.15215
O 1.63785 0.38508 -5.71653
H 1.00287 2.80577 -5.54760
H -0.58567 2.68778 -5.00841
H -0.15165 2.22457 -6.69772
H -0.41124 0.15226 -5.27739
H 0.60296 0.86875 -4.07418
H 1.88687 -0.43009 -5.27484
C 0.69489 6.41848 0.64493
C -0.24896 5.23694 0.75525
O 0.52416 4.11027 0.89678
H 1.16542 6.72862 1.57795
H 0.22332 7.30392 0.21865
H 1.53193 6.28453 -0.04028
H -0.80382 5.12247 -0.17595
H -0.94541 5.48537 1.55609
H -0.07520 3.36053 0.88057
C 1.95688 2.36037 -1.90319
O 1.13679 1.50902 -1.59182
N 2.63297 2.51118 -2.98804
N 2.43360 3.22375 -1.11599
H 2.43749 1.90794 -3.77417
H 3.09661 3.39855 -3.12118
H 3.29278 3.70010 -1.35052
H 1.88070 3.48898 -0.31345
C -2.32996 -1.47491 4.89640
O -2.25362 -0.38061 4.33141
N -3.09420 -2.42152 4.37516
N -1.85678 -1.81600 6.07563
H -3.14301 -3.23422 4.97283
H -3.47854 -2.30459 3.44849
H -1.27462 -1.17793 6.59911
H -1.85218 -2.71570 6.53457
C 1.28241 0.79136 3.01139
O 0.09990 0.94054 3.16268
N 2.02347 1.51039 2.21337
N 2.02570 -0.13060 3.63415
H 1.56967 2.25522 1.70406
H 3.02646 1.39687 2.17864
H 1.58597 -0.85304 4.18624
H 2.93398 -0.16713 3.19394
C -4.74462 0.68957 0.10110
O -3.77512 0.60626 0.74010
N -5.10083 1.61781 -0.70148
N -5.73518 -0.12249 0.18956
H -4.41899 2.30637 -0.98621
H -6.06662 1.79808 -0.93567
H -5.67858 -0.94070 0.77900
H -6.55195 0.02287 -0.38654
C -2.45048 3.61938 -2.20750
O -3.56728 3.57492 -1.72259
N -2.31499 4.11791 -3.38469
N -1.32302 3.09513 -1.71040
H -1.44779 4.20799 -3.89455
H -3.13805 4.38645 -3.90483
H -0.41933 3.11010 -2.16122
H -1.46130 2.74369 -0.77366
C 0.87677 -3.47575 3.39220
O 1.09606 -2.79160 4.35449
N 0.23931 -3.00787 2.36567
N 1.20839 -4.70195 3.24723
H -0.19302 -3.58842 1.66131
H -0.21885 -2.12634 2.54761
H 1.82044 -5.05719 3.96786
H 0.75874 -5.24577 2.52460
C -4.60859 -3.30270 1.07304
O -5.29883 -2.67965 1.80711
N -5.08143 -4.40553 0.49410
N -3.41828 -3.00098 0.67593
H -4.54157 -4.75770 -0.28349
H -5.99812 -4.80282 0.64224
H -2.84598 -3.70300 0.22901
H -2.92266 -2.17609 0.98255
C 0.89931 -4.20813 -1.33218
C 0.70547 -2.74292 -1.46407
C -0.73041 -2.25591 -1.64645
O -0.76517 -0.88779 -1.90947
C -2.04250 -0.46850 -2.29789
N 1.34949 -2.14397 -0.30472
H 0.27495 -4.61096 -0.53468
H 1.92650 -4.57254 -1.34540
H 0.67923 -4.78761 -2.22876
H 1.10978 -2.41702 -2.42241
H -1.22902 -2.53741 -0.71894
H -1.30368 -2.84915 -2.35886
H -1.91186 0.59416 -2.50231
H -2.77495 -0.47544 -1.49070
H -2.40505 -0.96285 -3.19916
H 1.06222 -2.68372 0.49918
H 2.35069 -2.26545 -0.35887
C 4.16555 -1.95957 1.65900
C 4.91769 -0.74699 1.25015
C 4.51486 -0.13247 -0.09762
O 4.78217 -1.11781 -1.13516
C 4.25247 -0.69507 -2.42234
N 4.69569 0.20128 2.33762
H 4.57926 -2.43514 2.54825
H 4.37519 -2.67022 0.85954
H 3.08944 -1.81809 1.75935
H 5.99104 -0.93677 1.24923
H 4.93925 0.82741 -0.39191
H 3.44920 0.09645 -0.08935
H 3.16631 -0.73569 -2.50430
H 4.51368 -1.45576 -3.15800
H 4.74305 0.25385 -2.63912
H 5.27288 0.00147 3.14199
H 5.00960 1.11865 2.05481
*
```

Electronic energy ... -2801.63787 hartree
Max |F| ... 9.2 eV/Å

***

# 7
Computed, not measured: an isolated ion of composition CH4N3O2 and charge -1 in a non-equilibrium geometry, with ωB97M-V/def2-TZVPD.

Geometry as ORCA input:
```
! wB97M-V def2-TZVPD RIJCOSX def2/J DEFGRID3
* xyz -1 1
N -0.93520 -0.33838 -0.03854
C 0.45991 0.28476 0.05628
N 1.55936 -0.58876 -0.05811
N 2.73644 -0.07254 0.00658
O 2.97519 1.17051 -0.10136
O 3.71352 -0.83419 0.12623
H -1.06032 -0.51706 -1.03302
H -0.75842 -1.20159 0.45174
H 0.37169 0.90924 0.95753
H 0.59483 1.14329 -0.61746
*
```

Energy above the lowest of the compared OMol25 structures with the same formula, charge and spin ... 209.02 kJ/mol
Max |F| ... 2.8 eV/Å

***

# 8
Computed, not measured: CHBr2O2S as an isolated structure in a non-equilibrium geometry, with ωB97M-V/def2-TZVPD.

Geometry as ORCA input:
```
! wB97M-V def2-TZVPD RIJCOSX def2/J DEFGRID3
* xyz -1 1
C -0.41734 0.11787 -0.40040
O 1.59550 1.14064 0.78026
O 1.63151 -1.18420 -0.04632
S 0.97067 -0.17093 0.78391
Br -2.19531 0.11822 1.30977
Br -0.76367 -1.13334 -1.66835
H -0.82136 1.11175 -0.75887
*
```

Energy above the lowest of the compared OMol25 structures with the same formula, charge and spin ... 171.08 kJ/mol
Max |F| ... 4.0 eV/Å